C12H10ClF3NO4S2 | wB97M-V/def2-TZVPD

Calculated values
- calculated total energy (Eh) = -2375.196318
- M (g mol⁻¹) = 388.8
- E_LUMO (eV) = 2.6
- Kohn-Sham gap (eV) = 5.925
- charge = -1

Structure (XYZ):
```
33
C12H10ClF3NO4S2, DFT wB97M-V/def2-TZVPD
F 6.4212 1.3148 -1.7766
C 5.0958 1.3173 -1.4169
F 4.8484 0.2452 -0.6020
F 4.8231 2.4572 -0.7103
S 4.1421 1.2361 -2.9443
N 2.6455 1.3222 -2.1044
C 1.9256 2.5411 -1.9938
O 2.3082 3.6262 -2.3924
C 0.6327 2.1652 -1.3007
C 0.6087 0.6593 -1.2169
C 1.8900 0.1503 -1.8567
O 2.2209 -0.9783 -2.1280
H 0.6218 2.6185 -0.3039
H -0.2126 2.5933 -1.8474
H 0.5711 0.3150 -0.1769
H -0.2431 0.1996 -1.7263
Cl -2.3872 2.7821 -0.1085
C -1.9195 1.3333 0.6275
S -2.8624 0.0157 -0.0382
C -2.5018 -1.3382 1.0990
C -1.4572 -2.1859 0.7628
C -1.0413 -3.1727 1.6617
C -1.6991 -3.2939 2.8907
C -2.7656 -2.4492 3.2326
C -3.1722 -1.4669 2.3175
O -4.2838 0.2345 0.1686
O -2.3443 -0.2744 -1.3626
H -2.0101 1.3353 1.7294
H -0.9769 -2.0583 -0.2018
H -0.2175 -3.8258 1.3884
H -1.3828 -4.0590 3.5847
H -3.2730 -2.5485 4.1889
H -4.0049 -0.8113 2.5568
```

Atom charges from the natural (NBO) analysis, given in e for atoms 1 to 8:
1 F -0.33
2 C 0.82
3 F -0.32
4 F -0.32
5 S 0.44
6 N -0.66
7 C 0.71
8 O -0.56